Below is a 2-piece molecular cluster, C4H12 overall at a distorted geometry, with properties calculated with the ωB97M-V functional and the def2-TZVPD basis.

CARTESIAN COORDINATES (ANGSTROEM)
C: 0.538887 2.583607 -1.097945
C: 0.504550 1.227079 -1.744811
H: 0.570664 3.493064 -1.699010
H: -0.327038 2.663991 -0.419230
H: 1.410453 2.725906 -0.433263
H: 0.670899 0.437192 -1.014313
H: 1.302579 1.099863 -2.505408
H: -0.400980 0.917518 -2.267569
C: 0.199284 -1.763547 1.362896
C: -1.317757 -2.051717 1.392386
H: 0.402361 -0.758995 1.777516
H: 0.723281 -2.357269 2.125177
H: 0.707900 -1.696402 0.405195
H: -1.909776 -1.638423 2.203308
H: -1.349868 -3.146920 1.482083
H: -1.725444 -1.734950 0.432982

Cartesian forces (eV/Å) of the 2 atoms listed first:
-0.226 0.679 1.386
1.003 -0.737 -1.119

Calculated values
HOMO level (spin up / spin down)	1.51 / -7.56	eV
frontier orbital gap (spin up / spin down)	2.85 / 11.99	eV
charge	-1
multiplicity	2
DFT total energy	-4340.5990	eV
M	60.1	Da